DFT (wB97M-V/def2-TZVPD) results for one molecule with the formula C25H31NO2.

```
59
Properties=species:S:1:pos:R:3:forces:R:3:lowdin_charge:R:1
O 1.11024 -1.51491 2.14232 -0.2475 0.2346 0.1422 -0.02
O 2.66834 -2.69007 1.06021 0.1156 -0.0881 0.0396 0.13
N -1.90071 -0.92549 -1.09517 -0.0437 -0.1197 -0.1114 -0.13
C 1.68628 -2.02545 -1.45684 0.1554 0.0166 0.2732 -0.12
C 0.84536 -1.70395 -0.20984 0.0365 -0.1159 0.1227 -0.33
C 2.75021 0.19602 -2.16521 0.1652 0.0630 -0.0499 -0.25
C -2.69458 -0.41093 1.29639 -0.0628 -0.1136 0.0079 -0.06
C -0.36538 -2.66489 -0.14238 -0.1775 0.0603 -0.1427 -0.09
C -0.78655 -0.00587 -1.18036 0.2256 0.1193 -0.0449 -0.13
C 2.36068 2.77780 -3.15429 -0.0216 0.1252 -0.0258 -0.10
C 1.77216 -1.78689 3.37786 0.3001 -0.1303 0.3616 -0.21
C 3.00712 2.58569 -1.94577 0.0223 0.0893 0.0396 -0.08
C -1.88360 3.18026 2.32268 0.0814 0.0239 0.1547 -0.09
C 2.12172 0.40251 -3.38802 0.0396 -0.0134 0.0460 -0.06
C -3.06183 3.09143 0.22316 -0.0007 0.0352 0.0358 -0.03
C 0.33128 -0.25706 -0.16213 -0.1977 0.0683 -0.0775 -0.07
C -2.45174 3.82083 1.23499 -0.0326 0.1427 -0.0803 -0.09
C 1.92329 1.68100 -3.87678 -0.0518 0.0242 -0.0952 -0.08
C -3.09228 1.71542 0.32153 0.0138 -0.0392 0.1851 -0.20
C -1.45133 -2.29457 -1.16315 0.0955 -0.1640 0.0994 -0.16
C 3.20086 1.30524 -1.45856 0.0514 -0.0398 -0.0672 -0.06
C 1.10268 -0.96688 4.46474 0.0554 -0.1685 -0.4317 -0.06
C -1.91784 1.79604 2.42457 0.0030 0.0639 0.0166 -0.03
C 2.96552 -1.19490 -1.63775 -0.1394 -0.1265 -0.0504 -0.12
C -3.00428 -0.62331 -0.21232 -0.1935 -0.0856 -0.0902 -0.27
C 1.66741 -2.02053 1.03644 0.0171 -0.0543 -0.2883 -0.45
C -3.66557 0.71045 -0.63158 -0.0583 -0.0612 0.0511 -0.07
C -2.52725 1.07162 1.42114 -0.0449 0.0837 -0.1271 -0.19
H 2.83189 -1.52891 3.27522 -0.1559 -0.0875 0.0220 0.13
H 1.79218 -0.44698 -3.96978 -0.0591 -0.1031 -0.0522 0.11
H -0.37311 -0.08926 -2.19253 0.0105 0.0985 0.0153 0.12
H -3.70997 -1.45131 -0.33502 0.0554 0.0829 0.0305 0.14
H -3.46375 0.94210 -1.67657 -0.0294 -0.0436 -0.0489 0.12
H -3.55743 -0.73276 1.88770 -0.0030 -0.0486 0.0368 0.13
H 3.59844 -1.73032 -2.35220 0.0526 -0.0003 0.0931 0.13
H 1.17124 0.09184 4.22821 0.0004 0.1206 0.0329 0.08
H -1.47240 1.29715 3.27364 0.0592 -0.0514 0.0872 0.11
H -1.40771 3.76245 3.09839 0.0391 0.0569 0.0550 0.10
H 1.98653 -3.07271 -1.37687 -0.0916 0.0059 -0.0776 0.12
H 1.14694 0.43489 -0.36463 -0.0557 0.0339 0.1187 0.11
H 3.70759 1.16235 -0.51366 0.0274 -0.0355 0.0932 0.11
H -2.30917 -2.95787 -1.02774 0.0211 0.0004 -0.0742 0.12
H 1.06246 -1.92173 -2.34334 -0.0400 -0.0628 -0.0612 0.10
H 1.70380 -2.86070 3.58676 0.0628 0.1407 -0.0467 0.13
H -2.41605 4.89852 1.16982 0.0150 0.0888 0.0010 0.10
H -0.03102 -3.68811 -0.32723 0.0436 -0.0506 0.0367 0.13
H -3.49782 3.59360 -0.62847 -0.0348 0.0642 -0.0870 0.11
H 3.36129 3.43526 -1.37998 0.0220 0.0679 0.0436 0.10
H -4.74881 0.64933 -0.50032 -0.0466 -0.0034 -0.0383 0.12
H 1.42920 1.82232 -4.82727 -0.0361 0.0105 -0.0750 0.10
H 1.59221 -1.15123 5.41649 0.0353 -0.0073 0.1094 0.08
H 0.05338 -1.23855 4.54704 -0.1128 -0.0028 0.0685 0.07
H 2.20510 3.77654 -3.53457 -0.0137 0.0780 -0.0319 0.10
H -0.04004 -0.04226 0.83816 0.0138 0.0469 -0.0299 0.10
H -1.06291 -2.45995 -2.17491 -0.0272 -0.1001 0.0135 0.12
H 3.50670 -1.15652 -0.69225 0.0749 -0.0213 -0.0546 0.11
H -1.82865 -0.96877 1.64455 0.0101 -0.0746 0.0324 0.10
H -0.79182 -2.63128 0.86144 -0.0039 -0.0464 0.0081 0.11
H -1.14846 1.01423 -1.05593 0.0610 0.0134 -0.1134 0.12
```
Positions in Å, forces in eV/Å.

HOMO energy in eV: -7.93
HOMO-LUMO gap in eV: 8.7
SMILES: CCOC(=O)C1(CCc2ccccc2)CCN(C2Cc3ccccc3C2)CC1
Relative energy (zero: lowest compared OMol25 entry of this formula, charge and spin) in kJ/mol: 0.0
Largest force on an atom in Eh/bohr: 0.0095
Energy in eV: -32014.251

***

DFT (wB97M-V/def2-TZVPD) results for a 4-piece molecular cluster, C25H32BN6O2 overall.

```
66
Properties=species:S:1:pos:R:3:forces:R:3:lowdin_charge:R:1
O 6.32051 2.09084 -1.52593 -1.4258 -0.9602 1.4962 0.10
O 6.96322 0.54762 0.24800 -2.1250 1.2010 -0.6975 0.15
N 3.33668 1.21383 2.54428 -0.7415 -0.1162 -2.1497 -0.01
N 1.58160 1.65557 1.03226 1.4389 0.6562 -0.2434 0.20
N 1.13082 2.22885 -0.06635 1.1324 1.2141 -1.2811 -0.06
N 8.42625 -0.57413 4.65090 -0.1441 0.0404 0.0110 0.01
N -6.20885 -0.92310 -1.01127 -0.0153 -0.0237 0.0340 -0.01
N -6.65836 -2.68611 -5.49757 -0.0092 -0.0370 -0.0138 -0.01
C -2.43064 2.79657 -1.56625 0.8107 -1.4965 1.0087 -0.04
C 6.30068 -1.13589 4.91928 -0.0107 -0.0922 0.0832 -0.11
C -8.13288 -4.02005 -6.47542 -0.0600 0.1313 -0.0388 -0.11
C 3.95020 2.52673 0.53591 -2.1825 1.4266 -2.4472 -0.04
C 5.43523 2.62269 0.92521 -0.3096 -0.5019 0.3007 -0.01
C 3.39936 3.16719 -0.71122 -1.0784 -2.3404 3.6866 0.09
C -2.39776 0.66572 -0.23772 0.8395 1.5952 -0.8272 -0.04
C 6.37319 -0.05927 3.99721 0.0731 0.1134 -0.0640 -0.12
C -0.99610 0.89133 0.09858 -0.4674 1.4755 -1.0619 0.01
C -8.17871 -1.92945 -0.88065 0.0327 -0.0202 -0.1384 -0.10
C -6.61617 -0.81948 0.29374 0.0348 0.0721 0.0843 -0.15
C 7.69802 0.26678 3.85537 0.0696 0.0323 -0.0454 -0.14
C -6.23300 -3.96961 -5.27574 0.0580 -0.0334 0.0761 -0.15
C 1.98314 -0.37454 3.92471 0.3916 -0.1515 0.5513 -0.08
C 2.88467 1.82478 1.29685 1.6060 -0.1829 1.5957 -0.19
C 2.89501 -0.21344 2.64079 0.4656 -0.6938 1.8458 -0.24
C -7.15580 -1.60375 -1.73162 -0.0163 0.0168 -0.1032 -0.13
C -0.28707 2.08631 -0.40813 -3.3262 -1.2686 -0.2575 -0.14
C -7.13011 -4.81951 -5.86786 0.1345 -0.0239 0.0733 -0.11
C 1.96999 2.94419 -0.86264 1.0224 1.2776 -1.7308 0.02
C 7.58249 -1.42863 5.30631 0.0731 -0.0701 0.0173 -0.13
C -7.81402 -2.70959 -6.23286 -0.0775 0.0699 -0.0029 -0.14
C -3.13534 1.61133 -1.08217 2.6989 0.3560 0.7230 -0.04
C -1.02554 3.03264 -1.23437 -0.5188 -1.2596 0.5463 -0.01
C -7.83689 -1.43177 0.40381 0.1040 0.0599 0.0946 -0.10
B 6.26782 1.71014 -0.13935 1.3110 -0.5487 -0.5865 -0.53
H -5.35005 -0.55841 -1.38181 -0.0938 -0.1213 0.0018 0.11
H 3.82878 -0.81840 2.84520 -0.9811 0.5463 -0.4065 0.10
H -6.00355 -0.31905 1.02709 -0.0711 -0.0212 -0.0071 0.10
H 5.40896 -1.63878 5.26091 0.0656 0.0085 0.0115 0.09
H 7.96644 -2.16971 5.98860 -0.0544 0.0303 -0.0409 0.11
H -0.41439 0.18975 0.73720 -0.7453 0.5404 -0.6123 0.10
H 1.21964 -1.18812 3.85630 0.6098 0.7435 -0.1085 0.08
H 1.48728 0.59228 4.23528 0.2955 -1.0335 -0.6514 0.08
H -2.96301 3.51609 -2.22443 0.5615 -0.5623 0.6650 0.11
H -7.01999 -1.79543 -2.78403 -0.0718 -0.0488 0.0623 0.09
H -4.19846 1.41199 -1.33746 0.9854 0.3630 0.2042 0.10
H 2.45810 -0.63458 1.70302 0.1321 0.7938 0.7303 0.11
H -5.33226 -4.16501 -4.71611 -0.0608 -0.0262 -0.0283 0.10
H -9.07435 -2.46674 -1.14962 0.0630 0.0264 0.0040 0.10
H -2.92751 -0.24799 0.11588 0.6821 0.8436 -0.1849 0.11
H -6.19453 -1.85656 -5.17243 -0.0328 -0.0791 -0.1123 0.13
H 5.81750 3.68243 0.84616 -0.6114 -1.0022 0.0334 0.15
H 6.78435 -0.08881 -0.47602 0.9675 0.2247 0.4142 0.12
H -7.07292 -5.89662 -5.86652 0.0030 0.0638 0.0003 0.09
H -8.30750 -1.79410 -6.51724 0.0023 -0.0713 0.0072 0.11
H -8.42062 -1.51499 1.30695 0.0398 0.0036 -0.0504 0.09
H 8.18427 1.02116 3.25775 -0.0357 -0.0622 0.0032 0.11
H 3.04089 1.77620 3.34394 0.0106 -0.3028 -0.2776 0.13
H 5.60828 2.20379 1.95327 -0.3380 0.5732 -0.9637 0.11
H 9.42770 -0.56539 4.74092 -0.1005 0.0029 0.0046 0.15
H 1.49306 3.42503 -1.75649 0.3750 -0.7665 1.0441 0.14
H 2.65125 -0.64230 4.79652 -0.7090 0.2507 -0.9061 0.08
H -8.99115 -4.36745 -7.02867 0.0516 0.0280 0.0293 0.09
H 5.57983 1.59518 -1.93263 0.6430 0.4820 -0.3678 0.11
H -0.52969 3.94796 -1.62535 -0.5496 -0.7803 0.3752 0.11
H 4.03484 3.75954 -1.40885 -0.8900 -0.5746 0.5670 0.14
H 5.54721 0.42230 3.49663 0.0689 0.0099 0.0215 0.05
```
Positions in Å, forces in eV/Å.

HOMO energy in eV: -9.59
HOMO-LUMO gap in eV: 4.6
Relative energy (zero: lowest compared OMol25 entry of this formula, charge and spin) in kJ/mol: 0.0
Largest force on an atom in Eh/bohr: 0.0875
Total charge: +1
Energy in eV: -40148.066

***

DFT (wB97M-V/def2-TZVPD) results for C25H32BiFN6OS2Si as an isolated structure.

```
69
Properties=species:S:1:pos:R:3:forces:R:3:lowdin_charge:R:1
Bi 9.40265 5.09402 13.26365 -1.1321 0.1301 -0.6705 1.39
S 11.73032 3.48222 12.63926 1.5020 -0.8558 0.0334 0.48
S 8.57391 2.76724 14.97635 -0.1904 -0.7068 1.4255 0.54
Si 8.97539 7.70799 12.33052 -0.2601 -0.8230 0.7468 0.48
F 3.43512 2.91233 13.26204 -0.2261 -0.0669 -0.2552 0.04
O 9.42673 4.45845 10.46344 -0.1718 -0.1381 -0.5944 -0.15
N 11.84654 2.00920 14.84505 0.1345 0.1807 0.4965 0.00
N 13.53714 3.54641 14.59050 0.4105 0.5482 0.5368 0.01
N 8.13717 4.99240 16.43527 -0.2048 0.4315 1.3516 -0.04
N 11.25684 6.56789 14.41208 0.9425 -0.7271 1.0694 -0.06
N 9.17163 5.48255 15.75058 0.8167 0.7088 -0.5996 -0.14
N 6.84644 3.18101 16.95903 -0.6032 0.4772 0.7627 0.08
C 13.29608 8.01987 15.65999 -0.3802 -0.3687 -0.5484 -0.06
C 5.07286 8.92890 11.61480 -0.3135 -0.3155 -1.3040 -0.09
C 7.82314 3.72321 16.22551 1.1283 0.4570 -1.6408 -0.86
C 9.11854 8.84386 13.81264 0.3693 0.5343 0.1122 -0.24
C 5.00557 4.59808 13.68243 -1.6572 0.7838 0.4472 -0.03
C 12.12311 7.72357 16.36164 -0.6936 -1.6312 -0.5331 0.00
C 13.43799 7.52192 14.33725 -0.7716 0.0319 1.1088 -0.05
C 12.41225 1.51256 16.10157 -0.3993 -0.0355 0.0733 -0.17
C 6.25292 8.57229 12.24144 0.4265 0.4267 0.9167 -0.12
C 7.28832 7.93095 11.55840 -0.3090 0.0420 -0.7881 -0.31
C 5.84176 7.79073 9.59990 -0.2270 0.5745 0.2712 -0.10
C 7.05453 7.53675 10.21339 0.4605 0.0563 1.1594 -0.11
C 4.86628 8.55116 10.27368 -0.0374 -0.2373 0.0295 -0.09
C 14.09226 3.27839 15.93615 1.0194 1.3386 -0.4013 -0.18
C 11.16414 6.82122 15.74385 1.8500 2.5186 -2.1223 -0.27
C 7.24899 4.38078 12.93231 0.6665 1.0721 -0.7003 -0.50
C 13.07073 2.66180 16.86199 -0.1143 -0.4601 0.4609 -0.16
C 6.85741 3.29472 12.17434 -0.0344 -0.6761 -0.4670 -0.18
C 9.98656 6.31631 16.33860 -2.4125 -0.8130 1.8188 -0.11
C 6.29131 5.10303 13.59577 -0.3234 -0.0095 0.8209 -0.19
C 12.38292 6.80487 13.75778 0.8175 1.1715 0.6386 -0.19
C 5.58577 2.74899 12.25074 -0.5770 0.4801 -0.1746 -0.02
C 12.38061 3.02875 14.14994 -0.1518 -0.9738 -1.1942 -0.84
C 10.25882 8.06956 11.01763 0.4730 0.1295 0.1225 -0.23
C 4.66923 3.41598 13.05675 0.7246 -0.0187 0.0838 -0.29
H 14.09983 8.61278 16.12643 -0.5847 -0.2485 -0.3331 0.11
H 6.40492 8.87876 13.30131 -0.1153 -0.2469 -0.8592 0.11
H 13.52853 2.36467 17.83264 -0.0592 -0.1558 -0.8560 0.13
H 6.29885 3.66678 17.67757 0.7442 -0.1751 -0.6837 0.12
H 10.14283 8.89079 14.20374 -0.1351 -0.0467 -0.2007 0.01
H 8.82074 9.86764 13.59445 -0.0633 0.2098 -0.1278 0.03
H 8.74106 4.38468 9.77882 0.0185 0.2539 0.4619 0.06
H 10.00908 3.72085 10.24972 0.2471 -0.0322 0.2423 0.03
H 9.74375 6.59816 17.38115 0.2371 -0.2818 -0.4613 0.13
H 14.02596 4.21304 13.97662 -0.6955 -0.6450 0.5859 0.13
H 4.17491 5.16166 14.16873 0.8346 -0.5412 -0.1684 0.13
H 11.92634 8.08388 17.37099 0.2080 -0.1394 -0.2010 0.11
H 4.31791 9.51837 12.11752 0.0008 -0.0694 0.1193 0.10
H 5.68348 7.45964 8.58216 -0.1219 0.0672 -0.0439 0.09
H 12.27779 3.34829 17.16905 0.0955 0.3063 -0.3877 0.12
H 13.11957 0.71014 15.88979 0.1863 -0.0177 0.0211 0.12
H 6.57958 5.99892 14.15729 -0.3741 -0.1682 -0.2502 0.09
H 10.90717 1.69129 14.62070 0.2827 0.4900 -0.1211 0.05
H 12.49293 6.48665 12.72495 -0.4225 -0.1022 0.0441 0.09
H 15.01058 2.67970 15.80362 -0.5059 -0.2501 0.2560 0.12
H 8.50027 8.51368 14.63960 -0.2306 -0.2030 0.1610 0.02
H 14.31073 7.73319 13.75893 0.4627 0.0581 -0.1923 0.09
H 6.77075 2.20039 16.85389 -0.4323 -0.7076 -0.0153 0.06
H 11.57940 1.07396 16.65598 0.1273 0.0955 0.0642 0.12
H 7.88366 7.03313 9.70669 -0.4401 0.0919 -0.1386 0.09
H 9.95888 8.93089 10.42442 0.0223 0.1923 -0.0531 0.03
H 3.94191 8.82858 9.73453 0.5778 -0.1845 0.4882 0.10
H 14.47695 4.24599 16.33079 -0.4372 -0.4613 -0.1317 0.12
H 11.25724 8.26852 11.44829 -0.4149 -0.0831 -0.1592 0.02
H 5.27468 1.92663 11.60937 0.0863 -0.0023 0.3338 0.11
H 10.34527 7.22345 10.34059 0.0820 -0.1409 -0.0997 0.01
H 7.53624 2.82133 11.47405 0.2686 -0.0984 0.2136 0.09
```
Positions in Å, forces in eV/Å.

HOMO energy in eV: -5.90
HOMO-LUMO gap in eV: 5.3
Relative energy (zero: lowest compared OMol25 entry of this formula, charge and spin) in kJ/mol: 40.6
Largest force on an atom in Eh/bohr: 0.0735
Energy in eV: -75536.394